Computed, not measured: a 2-piece molecular cluster, C5H13O2P overall in a non-equilibrium geometry, with ωB97M-V/def2-TZVPD.

Each line ends with the Löwdin charge.
Element x y z (Å)
C (-2.325, 0.044, 1.010)  -0.052
C (1.952, 1.180, -0.703)  -0.059
C (-1.130, 0.495, 0.172)  -0.559
C (1.777, 0.441, 0.557)  -0.262
C (-0.083, -0.533, 0.414)  -0.403
O (-1.516, 0.668, -1.130)  -0.078
O (2.583, -0.658, 0.839)  -0.072
P (0.091, -2.119, -0.581)  0.864
H (-2.359, 0.618, 1.885)  0.055
H (-3.266, 0.075, 0.421)  0.095
H (-2.239, -1.010, 1.380)  0.084
H (2.534, 2.071, -0.673)  0.071
H (2.256, 0.565, -1.432)  0.028
H (0.886, 1.568, -1.087)  0.132
H (-1.031, 1.526, 0.367)  0.126
H (1.671, 0.905, 1.531)  0.125
H (-0.298, -0.884, 1.354)  0.014
H (-1.262, -0.138, -1.656)  0.067
H (2.491, -1.288, 0.123)  0.039
H (0.468, -1.381, -1.734)  -0.098
H (-1.201, -2.144, -1.059)  -0.116

Results
* frontier orbital gap: 9.236 eV
* energy relative to the best compared isomer or geometry (same formula, charge and spin): 477.1 kJ/mol
* E_HOMO: -8.41 eV
* LUMO level: 0.83 eV